[1]
Density functional theory data (ωB97M-V with the def2-TZVPD basis set) for a cluster of 3 separate species, C41H67BrCl2IN4O11PS2 in total at a distorted geometry.

Geometry as XYZ:
```
130
Properties=species:S:1:pos:R:3:forces:R:3
H -1.7679 -9.2411 2.4931 -0.038 -0.081 -0.066
N -1.8007 -8.2258 2.5499 -0.170 0.131 -0.008
C -0.8388 -7.7903 3.2470 -0.103 -0.341 -0.297
C 0.1924 -8.6873 3.8691 0.250 0.217 0.127
C -0.7208 -6.2919 3.4512 0.182 -0.575 -0.057
C -0.6304 -5.5434 2.1474 0.051 0.029 -0.368
C 0.1860 -6.0374 1.1227 -0.347 0.521 0.032
C 0.2711 -5.3548 -0.0799 -0.134 -0.078 0.329
Cl 1.2755 -5.9902 -1.3423 0.004 0.016 -0.005
C -0.4626 -4.1864 -0.2855 -0.049 0.505 -0.389
C -1.2834 -3.6976 0.7231 0.312 -0.877 0.377
C -1.3534 -4.3782 1.9363 0.104 -0.113 0.140
N -2.0689 -2.5365 0.5430 0.162 0.183 0.099
Br -3.7249 -2.9428 -0.3109 -0.074 0.004 -0.060
C -1.4108 -1.4625 -0.1168 0.164 0.429 -0.235
C -1.5967 -0.1944 0.4233 0.079 0.150 -0.113
C -2.4629 -0.1044 1.6578 0.268 -0.261 -0.797
C -1.8495 -0.8095 2.8451 0.034 0.708 -0.758
O -2.4697 -1.4644 3.5824 -0.626 -0.928 1.277
I 0.2638 -0.5465 3.1505 0.298 0.095 -0.038
C -0.9696 0.9068 -0.1712 0.201 -0.061 -0.239
C -1.1875 2.2630 0.4670 -0.409 -0.331 0.009
C -2.5543 2.8584 0.0896 -0.153 -0.099 0.369
C -3.1241 3.7920 1.1600 0.696 0.093 0.158
C -2.6148 5.2423 1.0568 -0.323 -0.392 -0.096
S -1.2499 5.5246 2.1512 0.618 -0.070 0.515
O -1.6129 5.2439 3.4998 -0.441 0.142 0.044
O -0.0450 4.9445 1.6528 -0.024 0.046 -0.454
Cl -1.0210 7.5582 1.9955 -0.237 -0.093 -0.060
C -0.1877 0.7201 -1.3284 -0.194 0.031 0.221
C 0.4443 1.9350 -1.9883 -0.153 0.061 0.349
O 1.8402 1.8379 -2.1453 -0.211 -0.162 -0.103
C 2.5398 1.8478 -0.8971 0.456 0.228 -0.493
C 3.4474 0.6445 -0.7731 0.530 0.210 0.296
O 4.8047 1.0780 -0.8687 -0.268 0.046 0.040
C 5.6715 -0.0280 -0.8837 0.149 -0.209 0.073
C 7.0950 0.4082 -0.6366 0.277 0.020 0.288
O 7.5444 -0.1382 0.5957 -0.077 -0.058 -0.223
C 8.7900 0.3977 0.9707 0.263 0.050 0.275
C 9.4002 -0.4628 2.0490 -0.179 0.174 0.099
C 0.0137 -0.5678 -1.8821 -0.656 0.237 0.040
P 1.1149 -0.7212 -3.3565 1.058 0.179 -0.119
C 0.2435 0.3081 -4.6161 0.282 -0.238 0.526
O 0.8542 -2.2050 -4.0364 -0.444 0.179 -0.018
C -0.6017 -1.6459 -1.2390 0.105 -0.554 0.011
S -0.3770 -3.3168 -1.8202 0.075 -0.181 0.156
H 0.1799 -9.6691 3.4114 -0.072 -0.199 -0.012
H 0.0218 -8.7902 4.9391 -0.095 -0.014 0.149
H 1.1950 -8.2755 3.7685 0.104 0.090 -0.082
H -1.6038 -6.0066 4.0130 -0.036 0.360 0.121
H 0.1709 -6.1225 4.0505 0.016 0.331 0.176
H 0.7353 -6.9529 1.2656 0.134 -0.125 -0.090
H -1.9797 -4.0057 2.7340 -0.147 0.163 -0.050
H -2.7363 0.9099 1.9127 0.150 0.203 0.254
H -3.3860 -0.6456 1.4718 -0.205 -0.028 0.083
H -0.3870 2.9627 0.2895 0.173 0.095 -0.059
H -1.1966 2.1103 1.5422 0.182 0.046 0.211
H -2.5251 3.3540 -0.8797 0.031 0.027 -0.153
H -3.2653 2.0411 -0.0055 -0.053 -0.181 -0.173
H -4.2073 3.7788 1.1567 -0.192 0.222 -0.208
H -2.8396 3.4164 2.1431 -0.117 -0.153 0.146
H -3.3866 5.9418 1.3532 0.003 0.270 0.006
H -2.2578 5.4437 0.0516 0.029 0.313 -0.073
H 0.2305 2.8339 -1.4229 -0.165 0.147 0.156
H -0.0191 2.0969 -2.9534 0.246 -0.013 -0.307
H 3.1878 2.7239 -0.9069 0.004 0.158 0.107
H 1.8658 1.9423 -0.0493 -0.242 -0.131 0.014
H 3.2566 -0.0644 -1.5737 -0.295 -0.185 -0.073
H 3.3209 0.1687 0.2035 -0.109 -0.224 0.007
H 5.6011 -0.5713 -1.8299 -0.153 0.065 -0.202
H 5.4126 -0.7428 -0.0970 -0.076 -0.013 0.131
H 7.7479 0.0630 -1.4413 0.142 -0.026 -0.080
H 7.1736 1.4964 -0.5837 -0.228 0.141 -0.157
H 9.4595 0.4727 0.1101 0.048 -0.068 -0.179
H 8.6662 1.4110 1.3675 -0.142 0.166 -0.106
H 10.2782 0.0269 2.4601 0.189 0.010 0.003
H 9.6738 -1.4449 1.6808 0.003 -0.166 -0.044
H 8.6768 -0.5626 2.8542 -0.039 -0.164 0.118
H 0.1602 -0.2899 -5.5165 -0.131 -0.128 -0.062
H -0.7219 0.6437 -4.2576 -0.230 0.051 -0.253
H 0.9074 1.1403 -4.8179 -0.096 0.320 -0.113
H 1.6332 -2.7299 -3.8368 -0.025 -0.257 0.000
C 2.6150 7.2602 1.7839 0.186 -0.031 -0.051
O 3.3977 7.2032 0.6039 -0.115 0.101 0.150
C 2.8463 7.9220 -0.4905 0.131 -0.170 -0.261
C 3.6975 9.1259 -0.8325 0.012 0.073 0.242
N 3.6064 10.1452 0.2059 0.130 -0.034 -0.098
C 4.5612 11.2412 0.0611 -0.180 -0.013 0.173
C 6.0469 10.9173 0.1807 0.088 0.210 -0.142
O 6.4498 10.5054 1.4720 -0.031 -0.111 -0.030
C 6.3070 9.1231 1.7464 0.068 0.126 0.166
H 3.0506 6.5662 2.5008 0.034 -0.012 -0.032
H 2.6217 8.2647 2.2235 -0.109 -0.003 0.009
H 1.5868 6.9570 1.5879 0.033 0.007 0.011
H 1.8120 8.2179 -0.2909 0.018 0.056 0.088
H 2.8414 7.2451 -1.3507 -0.034 0.004 0.006
H 3.3509 9.5527 -1.7784 0.020 0.018 -0.009
H 4.7267 8.7703 -0.9766 -0.021 -0.054 -0.128
H 3.7558 9.7085 1.1061 -0.035 -0.019 0.018
H 4.3226 11.9766 0.8334 0.036 0.037 -0.023
H 4.3848 11.7289 -0.9029 0.031 -0.034 -0.037
H 6.5948 11.8418 -0.0212 0.010 -0.005 0.029
H 6.3786 10.1936 -0.5739 -0.073 -0.100 0.051
H 6.4436 8.5147 0.8491 -0.059 -0.014 -0.024
H 5.3357 8.8990 2.1959 -0.032 -0.093 -0.099
H 7.0734 8.8512 2.4727 0.026 0.028 -0.027
C -8.7905 -9.1664 -2.6928 -0.087 0.099 0.038
O -9.0014 -8.2783 -1.6127 0.124 -0.120 -0.131
C -8.0364 -8.3867 -0.5717 -0.153 0.125 0.261
C -7.1772 -7.1433 -0.4957 0.046 0.002 -0.251
N -6.2889 -7.0456 -1.6471 -0.106 0.132 0.062
C -5.5816 -5.7721 -1.7554 0.044 -0.181 -0.157
C -6.4127 -4.5143 -1.9947 0.188 0.172 0.108
O -7.0480 -4.4702 -3.2573 -0.106 -0.046 0.039
C -8.3114 -5.1057 -3.3288 0.078 0.087 -0.187
H -9.6545 -9.0903 -3.3510 -0.011 0.028 0.019
H -7.8932 -8.9075 -3.2653 0.040 -0.091 0.012
H -8.7075 -10.2003 -2.3451 0.041 -0.020 -0.023
H -7.4198 -9.2813 -0.6941 0.041 0.023 -0.098
H -8.5878 -8.4853 0.3679 0.008 -0.033 -0.006
H -6.5722 -7.1831 0.4147 0.013 0.027 0.003
H -7.8531 -6.2806 -0.4178 -0.034 -0.020 0.140
H -6.8288 -7.1851 -2.4911 -0.008 -0.039 -0.011
H -4.8798 -5.8641 -2.5881 0.031 0.054 0.020
H -4.9799 -5.6343 -0.8531 -0.029 0.018 0.046
H -5.7272 -3.6573 -1.9853 -0.059 -0.091 -0.060
H -7.1392 -4.3332 -1.1927 -0.069 -0.110 -0.029
H -8.8496 -5.0482 -2.3796 0.009 -0.058 0.032
H -8.2198 -6.1515 -3.6345 -0.068 -0.046 0.111
H -8.8951 -4.5919 -4.0932 0.018 0.037 0.020
```
Positions in Å, forces in eV/Å.

For the frontier orbital gap, the calculation gives 7.66 eV. As for the molar mass: 1164.83 g mol⁻¹. Its SMILES is [H]/N=C(\C)Cc1cc(Cl)c2c(c1)N(Br)c1c(CC(=O)I)c(CCCCS(=O)(=O)Cl)c(COCCOCCOCC)c(P(C)O)c1S2.COCCNCCOC.COCCNCCOC. As for the highest occupied orbital energy: -0.2966 hartree.

Atom charges from the Löwdin analysis, given in e for atoms 1 to 2:
1 H 0.052
2 N 0.155

=====

[2]
Density functional theory data (ωB97M-V with the def2-TZVPD basis set) for the molecule C5H11N3 at a distorted geometry.

Geometry as XYZ:
```
19
Properties=species:S:1:pos:R:3:forces:R:3
N -1.7542 -1.3276 0.1230 -0.097 0.815 -5.807
C -0.3636 -1.0903 0.0004 4.026 0.045 1.926
C 0.3093 -0.5071 1.4578 0.477 0.760 0.704
N 0.8430 0.9395 1.1447 -0.472 1.970 1.278
C 1.2467 0.8341 -0.2672 0.387 -2.430 3.974
C 0.9779 0.9139 -1.7443 3.756 1.844 -2.721
C 0.0749 0.1658 -0.8587 -4.190 -1.002 -0.491
N -1.2444 1.0026 -0.9039 1.081 1.816 3.957
H -2.0690 -1.9349 -0.6819 0.268 0.956 1.368
H -1.9954 -1.7203 0.9241 -1.182 -2.255 4.367
H 0.2018 -2.0739 -0.1023 -0.331 1.336 -0.566
H 1.2679 -1.2432 1.7180 -2.649 1.799 -0.350
H -0.5208 -0.3951 2.3214 2.137 -0.614 -1.776
H 1.3171 1.6731 1.8608 -1.436 -3.101 -2.180
H 1.9981 0.0242 -0.1999 0.232 0.394 -0.362
H 2.1986 0.5413 -2.0734 -4.434 1.043 -0.217
H 0.4858 1.8597 -2.2454 1.168 -2.260 0.723
H -0.9330 1.8167 -0.1714 -1.222 -1.947 -2.195
H -2.0407 0.5214 -0.3019 2.482 0.832 -1.631
```
Positions in Å, forces in eV/Å.

For the frontier orbital gap, the calculation gives 9.27 eV. As for the molar mass: 113.16 g mol⁻¹. Its SMILES is N[C@@H]1CN[C@@H]2C[C@@]12N. As for the highest occupied orbital energy: -0.3066 hartree. Its energy above the lowest of the compared OMol25 structures with the same formula, charge and spin is 7.773 eV.

Atom charges from the Löwdin analysis, given in e for atoms 1 to 2:
1 N 0.005
2 C -0.281

=====

[3]
Density functional theory data (ωB97M-V with the def2-TZVPD basis set) for a cluster of 12 separate species, C54H66F6O12 in total at a distorted geometry.

Geometry as XYZ:
```
138
Properties=species:S:1:pos:R:3:forces:R:3
C 1.2431 -0.2702 -1.1777 -0.790 -0.002 0.634
O 0.3231 0.6815 -0.5276 -0.351 -1.307 0.631
C -0.4421 0.1703 0.4813 1.103 0.990 -0.156
O -0.3257 -0.9362 0.9876 -0.550 1.339 -0.722
O -1.2551 1.1807 0.8905 0.885 -1.578 -0.644
C -2.1672 0.7871 1.9139 -0.472 0.357 0.335
H 0.6543 -0.9095 -1.8650 0.369 0.083 0.588
H 1.8059 -0.8422 -0.4038 -0.480 0.363 -0.713
H 1.9030 0.3455 -1.7667 0.294 0.169 -0.006
H -2.9175 0.0982 1.4968 0.266 0.110 0.362
H -2.6356 1.7228 2.2243 -0.100 -0.224 -0.001
H -1.6436 0.3605 2.7771 -0.213 -0.100 -0.320
C 0.7512 4.3883 -7.9002 -0.578 -1.062 0.463
O -0.3030 3.5969 -7.2258 0.613 0.231 -0.073
C 0.0067 2.4798 -6.5498 -0.788 -0.367 0.887
O -0.8101 1.8959 -5.8563 0.581 0.574 -0.857
O 1.2686 2.1068 -6.6795 0.665 -0.504 0.060
C 1.7093 0.8286 -6.0530 -0.420 1.231 -0.550
H 1.6284 4.4400 -7.2504 -0.212 0.247 -0.151
H 0.2899 5.3589 -8.1044 0.197 -0.297 0.164
H 1.0184 3.8760 -8.8272 -0.010 0.164 0.076
H 1.2813 0.0046 -6.6261 0.201 0.060 0.260
H 1.4350 0.7971 -4.9978 -0.214 0.028 -0.181
H 2.7880 0.9078 -6.1514 -0.047 -0.349 -0.067
C 1.0536 -3.5961 -0.0499 -1.258 -0.466 -0.379
O 2.1546 -3.5665 -0.9881 0.303 -0.008 1.092
C 3.3157 -3.9451 -0.4432 0.519 -0.418 1.162
O 3.5253 -4.2828 0.7148 -0.578 0.573 -1.479
O 4.2491 -3.9133 -1.3923 -0.146 0.001 -0.417
C 5.5366 -4.3815 -0.9927 0.573 0.216 -0.060
H 0.9130 -2.6967 0.5537 0.791 -0.128 -0.002
H 1.0700 -4.5117 0.5765 0.101 0.641 -0.473
H 0.1724 -3.5767 -0.7088 0.248 -0.344 0.244
H 5.9837 -3.6558 -0.3047 -0.039 -0.217 -0.034
H 6.1669 -4.4387 -1.9024 -0.587 -0.051 0.500
H 5.4443 -5.3470 -0.4925 0.124 0.092 -0.132
F -2.5152 4.6467 -2.8540 -0.623 -0.380 -0.371
C -1.2125 4.6663 -2.5671 -0.285 0.239 0.383
C -0.7678 5.7687 -1.8938 0.393 0.777 0.400
C 0.5734 5.8260 -1.5539 0.603 -0.355 -0.199
C 1.4269 4.7906 -1.9287 0.451 0.336 -0.158
C 0.9250 3.7033 -2.6481 2.066 -0.019 0.468
C -0.4006 3.6171 -2.9228 -1.337 -0.774 -0.971
H -1.4386 6.5929 -1.6682 -0.002 -0.242 0.000
H 0.9989 6.6790 -1.0485 -0.156 0.146 0.132
H 2.5104 4.8901 -1.7352 -0.731 -0.191 -0.070
H 1.6492 2.9512 -2.9956 -0.564 0.163 0.193
H -0.8363 2.7887 -3.4880 0.216 0.239 0.179
F -1.2734 -3.7521 -5.0446 0.204 -0.648 -0.166
C -1.4548 -2.7662 -4.1742 -0.349 1.437 0.393
C -1.6618 -3.0134 -2.8268 0.192 -0.765 0.031
C -1.9027 -1.9487 -1.9637 0.032 0.273 -0.147
C -2.0092 -0.6468 -2.4433 0.228 -0.686 0.642
C -1.7794 -0.4388 -3.7778 -0.010 1.123 -0.474
C -1.4803 -1.4567 -4.6452 -0.059 -0.805 -0.660
H -1.6219 -4.0512 -2.4782 -0.008 0.416 -0.021
H -1.9627 -2.0945 -0.9013 -0.171 -0.355 0.280
H -2.1961 0.1747 -1.7640 -0.063 0.037 -0.058
H -1.8130 0.5545 -4.1959 -0.041 0.187 0.004
H -1.3456 -1.2307 -5.7009 0.099 -0.198 0.187
F -1.0391 -3.8116 6.9269 0.214 -0.155 0.799
C -1.7145 -3.6401 5.7962 -1.524 -0.557 -0.512
C -3.0317 -4.1253 5.6897 0.612 0.221 1.003
C -3.7464 -3.9409 4.5091 0.069 -0.244 0.221
C -3.1271 -3.3017 3.4364 0.110 0.838 -0.925
C -1.8290 -2.8042 3.5738 -0.203 -0.386 0.607
C -1.1165 -2.9905 4.7689 0.460 0.992 -1.272
H -3.4195 -4.5499 6.6313 -0.156 0.010 -0.837
H -4.7750 -4.3009 4.4272 0.349 0.166 0.030
H -3.6585 -3.0659 2.4844 0.227 -0.496 1.003
H -1.3576 -2.2421 2.7817 -0.019 -0.005 -0.189
H -0.1313 -2.5387 4.8784 -0.104 -0.281 0.052
F -1.6938 4.0681 2.8709 -0.314 -0.207 -0.087
C -0.3613 3.8801 2.8013 -0.507 0.849 1.342
C 0.3308 3.7654 4.0022 0.207 -0.509 -0.148
C 1.6943 3.6175 3.9417 1.194 0.048 -0.459
C 2.3826 3.6320 2.7117 -0.061 -0.946 0.090
C 1.6353 3.7372 1.5325 0.428 0.137 1.061
C 0.2482 3.9415 1.5967 1.249 -0.626 -1.575
H -0.1310 3.6638 4.9694 -0.511 0.234 -0.057
H 2.2729 3.4542 4.8501 -0.228 0.088 -0.105
H 3.4652 3.3514 2.7118 -1.032 0.583 -0.160
H 2.1437 3.6377 0.5860 -0.157 0.173 -0.224
H -0.2829 4.0152 0.6536 -0.271 0.086 0.273
F 0.6239 1.2511 5.8873 -1.472 1.524 1.233
C 1.4349 0.3876 5.3678 1.462 -1.409 -2.143
C 2.5438 -0.0523 6.0418 0.511 -1.259 0.802
C 3.3539 -1.0428 5.4383 0.175 0.913 0.945
C 3.0904 -1.5259 4.1842 1.004 -0.211 -0.434
C 1.9996 -1.0437 3.4971 -0.438 0.890 -0.195
C 1.1947 -0.0387 4.0605 -0.065 -1.359 0.057
H 2.6807 0.2044 7.0985 0.127 0.178 -0.532
H 4.2555 -1.3905 5.9364 -0.258 0.079 0.196
H 3.8317 -2.1907 3.7112 -0.731 0.122 0.241
H 1.8336 -1.4095 2.4927 -0.367 0.103 -0.015
H 0.2682 0.2280 3.5788 0.040 0.398 -0.201
F -3.8876 3.7147 5.3362 0.192 0.646 0.052
C -4.2704 2.4847 4.9776 -1.332 0.547 -0.298
C -3.3896 1.4675 5.1861 0.996 -0.642 0.362
C -3.7610 0.1737 4.8705 -0.858 -0.194 -0.659
C -5.0330 -0.0413 4.3065 0.217 -0.311 0.576
C -5.9461 1.0045 4.1774 0.167 0.632 -0.059
C -5.5678 2.3254 4.4791 0.761 -0.956 0.221
H -2.4086 1.6846 5.6130 -0.286 0.001 -0.092
H -3.0906 -0.6660 5.0447 -0.099 0.165 -0.095
H -5.3360 -1.0552 4.0481 0.052 0.214 0.031
H -6.9686 0.7999 3.8648 0.264 0.025 -0.127
H -6.2125 3.1910 4.3703 0.014 -0.203 0.039
C 3.4469 -1.7853 -4.0714 0.706 0.269 1.269
C 2.7418 -2.7060 -5.0009 -0.296 -0.214 -1.066
C 2.3676 -4.0502 -4.4741 0.370 -0.137 1.304
O 2.4368 -2.3916 -6.1364 0.166 0.298 0.284
H 3.2456 -0.7384 -4.2354 -0.165 0.247 -0.359
H 4.5427 -1.8853 -4.0712 -0.231 -0.213 -0.418
H 3.1975 -2.0020 -3.0284 -0.176 -0.059 -0.109
H 1.7251 -4.5931 -5.1443 0.024 -0.212 -0.387
H 1.8338 -3.8740 -3.5312 -0.034 -0.134 -0.083
H 3.2658 -4.6218 -4.1575 -0.434 0.223 -0.364
C -4.9034 -1.5757 -0.2764 -0.136 -0.821 -0.026
C -6.1123 -2.2284 0.3956 0.616 0.875 0.981
C -7.3693 -2.3395 -0.3914 -0.686 -0.574 0.106
O -6.0298 -2.5985 1.5550 -0.160 0.013 -0.763
H -4.0554 -1.8781 0.3336 0.197 0.272 0.020
H -4.9724 -0.4744 -0.3114 -0.111 -0.512 -0.163
H -4.7602 -2.0283 -1.2757 -0.089 0.612 0.284
H -7.1273 -2.6421 -1.3973 0.009 -0.275 -0.433
H -7.9020 -1.3911 -0.5061 0.185 0.053 0.298
H -8.0257 -3.0830 0.0889 0.155 0.391 -0.256
C 6.0537 2.3374 -1.4575 -1.019 0.261 1.728
C 5.0029 1.2877 -1.1832 0.826 -0.180 -1.786
C 4.7343 0.8688 0.2051 0.019 0.177 1.305
O 4.4022 0.8372 -2.1387 -0.443 -0.285 0.346
H 6.9883 2.0659 -0.9857 0.366 -0.028 -0.102
H 5.6749 3.2179 -0.9052 0.405 0.040 -0.338
H 6.1077 2.5303 -2.5042 0.216 0.120 -0.610
H 4.3594 -0.1524 0.2849 -0.009 0.128 -0.166
H 3.9547 1.5560 0.5499 -0.186 -0.136 0.186
H 5.5757 1.0174 0.9099 -0.275 -0.106 -0.554
```
Positions in Å, forces in eV/Å.

For the frontier orbital gap, the calculation gives 9.27 eV. As for the molar mass: 1021.10 g mol⁻¹. Its SMILES is COC(=O)OC.COC(=O)OC.COC(=O)OC.Fc1ccccc1.Fc1ccccc1.Fc1ccccc1.Fc1ccccc1.Fc1ccccc1.Fc1ccccc1.CC(C)=O.CC(C)=O.CC(C)=O. As for the highest occupied orbital energy: -0.3295 hartree. Its energy above the lowest of the compared OMol25 structures with the same formula, charge and spin is 0.000 eV.

Atom charges from the Löwdin analysis, given in e for atoms 1 to 2:
1 C 0.006
2 O -0.027